(1)
ORCA calculation (ωB97M-V/def2-TZVPD) on a structure of composition C32H70MgO21S7.

As for the calculated total energy: -5828.6619 a.u. The calculation puts the LUMO energy at -0.279 eV. Its max |F| is 3.2 eV/Å. Its HOMO-LUMO gap is 0.26936 Eh. Its molar mass is 1039.66 g/mol. The calculation puts the relative energy (zero: lowest compared OMol25 entry of this formula, charge and spin) at 110.6 kJ/mol.

Positions of all 131 atoms, in Å:
Mg  -1.9554  -1.3373  -1.1303
O  -1.3373  -0.8042  0.6082
C  0.0489  -1.0044  0.5927
C  0.6878  -1.1564  -0.8204
O  -0.1243  -1.6332  -1.8407
H  0.1976  -1.9160  1.2337
H  0.5827  -0.2758  1.2433
H  1.6083  -1.7543  -0.7307
H  0.9867  -0.1431  -1.1787
C  -5.1145  2.6939  2.1642
C  -4.6787  1.5305  2.9961
C  -3.2075  1.1068  2.7766
O  -2.6056  1.2644  4.0736
C  -3.5176  1.6849  4.9686
O  -3.3242  1.7740  6.1073
O  -4.6932  1.9159  4.3805
H  -6.1934  2.8140  2.2697
H  -4.9870  2.4805  1.0990
H  -4.5595  3.5743  2.4760
H  -5.3212  0.6739  2.7853
H  -2.7066  1.8008  2.0961
H  -3.0252  0.1227  2.3710
C  1.6740  -1.9761  -5.4271
C  0.3791  -1.2707  -5.7556
C  0.0049  -0.1400  -4.7793
O  -0.1848  0.9927  -5.6616
C  0.0395  0.6603  -6.9551
O  -0.0680  1.4201  -7.8560
O  0.3770  -0.6483  -7.0591
H  1.5624  -2.5373  -4.4939
H  2.4550  -1.2243  -5.2561
H  2.0741  -2.6753  -6.1609
H  -0.4211  -2.0218  -5.7649
H  0.7463  0.1288  -4.0362
H  -0.9192  -0.4398  -4.2919
C  0.5601  2.8506  1.7920
C  1.0809  3.9297  0.8757
C  1.7142  5.2035  1.5191
O  3.0397  5.2459  0.9929
C  3.2522  4.2247  0.1260
O  4.2445  4.0556  -0.4542
O  2.2058  3.3774  0.1256
H  -0.4466  3.1502  2.1053
H  1.2185  2.6824  2.6402
H  0.4242  1.9373  1.2156
H  0.3585  4.2405  0.1155
H  1.8357  5.0521  2.5923
H  1.0834  6.0547  1.2871
C  4.0330  2.0879  3.6683
C  4.3189  0.8831  2.8304
C  3.2400  0.4593  1.7677
O  3.9877  0.2418  0.5854
C  5.2865  0.6237  0.7721
O  6.1371  0.4521  -0.0134
O  5.5014  1.0286  2.0379
H  3.2577  1.8446  4.3948
H  3.6515  2.9424  3.0915
H  4.9258  2.4436  4.1803
H  4.3085  -0.0099  3.4587
H  2.3829  1.1291  1.6458
H  2.7526  -0.4631  2.0944
C  3.3519  -3.7216  -2.1693
S  4.8331  -4.2895  -3.0081
O  4.3489  -5.0598  -4.1798
C  5.3424  -2.6804  -3.6306
H  2.6246  -3.3387  -2.8822
H  3.5251  -3.0817  -1.3046
H  2.9257  -4.6253  -1.7166
H  5.2764  -1.9665  -2.8195
H  4.7187  -2.4867  -4.5022
H  6.3885  -2.7267  -3.9302
C  -1.7078  -4.1443  -3.0160
S  -2.3926  -4.4110  -1.4079
O  -2.6366  -3.0595  -0.8026
C  -0.8772  -5.0418  -0.6789
H  -1.3181  -5.0751  -3.4435
H  -0.8791  -3.4267  -3.0267
H  -2.4822  -3.8334  -3.7207
H  -0.0941  -4.3465  -0.9927
H  -0.6635  -6.0262  -1.0925
H  -0.9615  -5.0988  0.4008
C  0.2159  -0.2266  4.8515
S  1.5566  -0.7256  5.9290
O  2.7899  -0.5686  5.1354
C  1.3174  0.6457  7.0647
H  -0.0523  -0.9212  4.0590
H  0.5464  0.7259  4.4281
H  -0.6919  -0.0259  5.4238
H  2.0897  0.5557  7.8271
H  0.3550  0.4522  7.5405
H  1.3268  1.6380  6.6185
C  -2.0603  2.4994  -0.5997
S  -1.9197  1.8654  -2.2713
O  -1.9701  0.3985  -2.0929
C  -0.2545  2.4379  -2.5383
H  -1.9866  3.5866  -0.5484
H  -1.1932  2.0669  -0.1052
H  -2.9997  2.1643  -0.1817
H  0.4883  1.9941  -1.8710
H  -0.2207  3.5175  -2.3342
H  0.0270  2.3865  -3.5889
C  4.6923  3.3986  -3.6609
S  3.1853  2.4269  -3.8124
O  3.3750  1.4968  -4.9498
C  3.6441  1.4035  -2.3996
H  4.5823  4.2206  -4.3771
H  5.5250  2.7960  -4.0248
H  4.9067  3.8286  -2.6854
H  2.9826  0.5362  -2.4014
H  3.5683  1.9633  -1.4667
H  4.6650  1.0453  -2.5224
C  -6.1827  -1.8447  -0.2402
S  -5.1881  -0.3771  -0.0231
O  -3.9259  -0.6708  -0.7179
C  -6.1985  0.6391  -1.1164
H  -6.1512  -2.2591  -1.2513
H  -7.2296  -1.5433  -0.1390
H  -5.8980  -2.5991  0.4856
H  -5.5288  1.4393  -1.4643
H  -7.0456  1.1748  -0.6967
H  -6.4383  0.0664  -2.0102
C  -3.8138  -4.0073  4.5236
S  -4.6087  -3.5391  2.9668
O  -5.6330  -2.5439  3.3796
C  -3.2081  -2.6658  2.3042
H  -4.5911  -4.4891  5.1073
H  -3.4300  -3.0914  4.9560
H  -3.0461  -4.7520  4.3076
H  -2.3886  -3.3549  2.0800
H  -2.6892  -2.0595  3.0603
H  -3.4524  -2.0119  1.4765


(2)
ORCA calculation (ωB97M-V/def2-TZVPD) on a cluster of 4 separate species, C32H70N2O15P3 in total.

Its expectation value of S² is 0.75. As for the calculated total energy: -3523.6135 a.u. The calculation puts the LUMO energy (alpha / beta) at 0.543 / 0.049 eV. Its max |F| is 4.1 eV/Å. As for the spin multiplicity: 2. Its HOMO-LUMO gap (alpha / beta) is 0.34313 / 0.36199 Eh. Its molar mass is 815.83 g/mol.

Positions of all 122 atoms, in Å:
C  -0.3680  -0.9173  -0.3042
C  0.7801  -0.0238  -0.8010
O  0.4714  1.3219  -0.4589
C  -0.4778  1.9282  -1.3212
C  -1.5308  2.6473  -0.4925
C  -2.5277  3.4886  -1.2872
O  -1.7490  4.5343  -1.9932
C  -1.5246  4.3189  -3.2402
N  -1.3566  4.1361  -4.3669
C  -3.4071  2.6705  -2.2255
C  -4.4702  1.7837  -1.5408
C  -3.9698  0.3735  -1.2263
C  -5.6084  1.5781  -2.5655
N  -5.0758  2.4099  -0.3227
O  -4.7921  1.8120  0.7753
C  -4.8748  3.8819  -0.2186
C  -5.4205  4.3084  1.1643
C  -5.7196  4.6794  -1.2251
C  -3.3903  4.2536  -0.2500
H  -0.8218  -0.4023  0.5418
H  -1.1386  -0.9839  -1.0731
H  -0.0170  -1.9072  -0.0216
H  0.9561  -0.1478  -1.8738
H  1.7139  -0.2634  -0.2930
H  0.0670  2.6357  -1.9558
H  -0.9255  1.1973  -2.0028
H  -0.9920  3.3259  0.1744
H  -2.0416  1.9295  0.1495
H  -2.7775  1.9862  -2.7974
H  -3.9036  3.3041  -2.9600
H  -3.6947  -0.1347  -2.1499
H  -4.8020  -0.1855  -0.7994
H  -3.1636  0.3497  -0.5004
H  -5.1990  1.0630  -3.4352
H  -6.0467  2.5186  -2.8920
H  -6.3951  0.9677  -2.1240
H  -5.6050  5.3840  1.1179
H  -6.3785  3.8305  1.3579
H  -4.7121  4.1345  1.9675
H  -5.5272  4.4286  -2.2648
H  -6.7765  4.5914  -0.9764
H  -5.4635  5.7324  -1.1040
H  -3.2577  5.3212  -0.4245
H  -2.9826  4.0517  0.7397
O  7.4302  -0.3493  0.8759
P  6.6027  -1.5418  1.0916
O  7.4469  -2.7287  1.7602
C  8.2616  -2.4651  2.9049
C  7.4422  -2.3398  4.1749
O  6.3189  -2.2117  -0.3390
C  6.7618  -1.5994  -1.5501
C  8.1185  -2.1319  -1.9646
O  5.1303  -1.8230  1.6318
C  4.4300  -0.9592  2.5503
C  4.7091  0.5160  2.3464
H  8.8590  -1.5654  2.7410
H  8.9484  -3.3066  2.9863
H  6.8414  -1.4266  4.1618
H  8.0929  -2.2964  5.0485
H  6.7651  -3.1880  4.2797
H  6.7795  -0.5141  -1.4564
H  6.0218  -1.8450  -2.3138
H  8.8291  -2.0741  -1.1401
H  8.5115  -1.5671  -2.8109
H  8.0426  -3.1815  -2.2549
H  4.6615  -1.2565  3.5756
H  3.3679  -1.1487  2.3993
H  5.7559  0.7570  2.5410
H  4.0966  1.1120  3.0225
H  4.4880  0.8119  1.3201
O  -6.1818  4.1497  5.2075
P  -7.0030  3.4867  6.2286
O  -6.1270  2.4936  7.1311
C  -4.8898  2.9412  7.6882
C  -5.0949  3.8422  8.8909
O  -7.9320  2.4064  5.4942
C  -7.9376  2.2782  4.0714
C  -6.9537  1.2270  3.6048
O  -8.1496  3.9439  7.2372
C  -8.2906  5.2864  7.7458
C  -7.9214  6.3632  6.7466
H  -4.2954  3.4474  6.9240
H  -4.3499  2.0426  7.9841
H  -5.5196  4.8034  8.5890
H  -4.1453  4.0406  9.3883
H  -5.7782  3.3802  9.6039
H  -7.7353  3.2398  3.5990
H  -8.9525  1.9903  3.7927
H  -5.9659  1.3909  4.0352
H  -6.8655  1.2398  2.5176
H  -7.2814  0.2336  3.9159
H  -7.7026  5.3877  8.6609
H  -9.3368  5.3883  8.0305
H  -6.8644  6.3156  6.4789
H  -8.1165  7.3493  7.1681
H  -8.5004  6.2538  5.8288
O  4.5186  -7.2177  -6.3676
P  5.3640  -6.0193  -6.3033
O  4.6802  -4.8639  -5.4298
C  4.1401  -5.1709  -4.1420
C  5.2213  -5.3263  -3.0910
O  5.3214  -5.3076  -7.7408
C  4.6268  -5.8928  -8.8417
C  3.2067  -5.3740  -8.9355
O  6.9172  -5.7326  -6.0913
C  7.8108  -6.6072  -5.3713
C  7.5026  -8.0795  -5.5482
H  3.5240  -6.0714  -4.1968
H  3.4850  -4.3396  -3.8840
H  5.8064  -6.2329  -3.2688
H  4.7848  -5.4016  -2.0951
H  5.9036  -4.4757  -3.1118
H  4.6427  -6.9804  -8.7743
H  5.1851  -5.6166  -9.7374
H  2.6939  -5.4662  -7.9781
H  2.6453  -5.9257  -9.6908
H  3.2047  -4.3172  -9.2059
H  7.8062  -6.3336  -4.3137
H  8.8087  -6.3893  -5.7491
H  6.5260  -8.3366  -5.1341
H  8.2527  -8.6837  -5.0381
H  7.4952  -8.3489  -6.6050


(3)
ORCA calculation (ωB97M-V/def2-TZVPD) on a structure of composition C32H71AsBrMgN4O8SSi4.

As for the net charge: -1. As for the calculated total energy: -8649.4556 a.u. The calculation puts the LUMO energy at 2.140 eV. Its max |F| is 0.4 eV/Å. Its HOMO-LUMO gap is 0.28752 Eh. Its molar mass is 963.48 g/mol. The calculation puts the relative energy (zero: lowest compared OMol25 entry of this formula, charge and spin) at 83.8 kJ/mol.

Positions of all 123 atoms, in Å:
Mg  0.0863  1.1808  -0.6705
O  1.7987  2.9841  1.9305
S  1.0401  1.7574  1.7372
O  0.8757  0.9843  2.9606
O  1.6785  0.9054  0.6475
O  -0.3106  2.0595  1.1013
O  -5.2060  1.4153  -3.5103
C  -4.8684  0.1724  -3.1718
O  -5.3351  -0.7918  -3.7272
C  -3.8955  0.0370  -2.0553
C  -3.9481  -0.9256  -1.0703
N  -2.8288  -0.7883  -0.3351
N  -2.0677  0.2187  -0.7568
C  -2.7056  0.7387  -1.7888
C  -2.1131  1.9382  -2.4613
O  -2.8398  2.5698  -3.2418
O  -0.9133  2.1803  -2.1443
H  -4.4421  2.0088  -3.2845
H  -4.6738  -1.6970  -0.8751
H  -2.5307  -1.2979  0.4878
C  -1.6490  -1.5385  6.9202
C  -0.9918  -1.8769  5.5718
C  -0.5990  -3.3605  5.5981
C  0.3097  -1.0621  5.4495
Si  -2.1779  -1.5028  4.1109
Br  -0.8809  -1.7417  2.2562
C  -2.8757  0.2807  4.1128
C  -4.1296  0.3735  5.0004
C  -3.2228  0.7497  2.6905
C  -1.8496  1.2904  4.6522
C  -3.5403  -2.8534  3.8628
C  -4.2781  -3.1335  5.1825
C  -4.5741  -2.4110  2.8167
C  -2.9730  -4.1860  3.3467
H  -0.9346  -1.7490  7.7241
H  -2.5446  -2.1321  7.1144
H  -1.9166  -0.4848  6.9946
H  0.1389  -3.5138  6.3928
H  -0.1416  -3.6763  4.6579
H  -1.4458  -4.0145  5.8114
H  1.0376  -1.4676  6.1615
H  0.1658  -0.0113  5.6861
H  0.7505  -1.0939  4.4541
H  -4.9726  -0.2039  4.6200
H  -4.4454  1.4212  5.0398
H  -3.9372  0.0546  6.0280
H  -3.9167  0.0879  2.1707
H  -2.3221  0.8793  2.0876
H  -3.7009  1.7328  2.7588
H  -1.6554  1.1542  5.7173
H  -2.2682  2.2951  4.5265
H  -0.9065  1.2579  4.1045
H  -4.6769  -2.2303  5.6461
H  -3.6310  -3.6278  5.9086
H  -5.1218  -3.8056  4.9882
H  -5.1424  -1.5322  3.1151
H  -5.2862  -3.2281  2.6541
H  -4.1029  -2.1962  1.8552
H  -2.1859  -4.5945  3.9762
H  -2.5698  -4.0820  2.3394
H  -3.7861  -4.9205  3.3104
C  1.6080  -3.7514  -0.0556
C  2.2571  -3.1492  -1.2975
N  1.3249  -2.7867  -2.3578
C  1.1057  -3.7448  -3.4316
C  0.0332  -4.7869  -3.1291
C  0.6288  -1.6150  -2.2765
C  -0.2646  -1.2469  -3.4276
N  0.7109  -0.7907  -1.2942
H  2.3701  -3.9705  0.6939
H  1.0830  -4.6773  -0.2908
H  0.8930  -3.0627  0.3927
H  2.9720  -3.8533  -1.7272
H  2.8299  -2.2602  -1.0230
H  2.0593  -4.2397  -3.6276
H  0.8493  -3.2090  -4.3430
H  0.3247  -5.4268  -2.2964
H  -0.1351  -5.4215  -4.0012
H  -0.9110  -4.3056  -2.8703
H  0.3023  -1.1785  -4.3572
H  -0.6990  -0.2741  -3.2251
H  -1.0670  -1.9732  -3.5684
H  1.3329  -1.0614  -0.5367
C  1.7375  5.0840  -0.6326
Si  3.1777  4.1405  -1.3472
C  4.3420  3.5596  -0.0089
C  4.1211  5.2454  -2.5508
As  2.2772  2.2395  -2.4183
Si  1.6606  3.0663  -4.5235
C  0.5975  4.5822  -4.2658
C  3.1114  3.4755  -5.6545
C  0.6264  1.7583  -5.3824
Si  4.1759  0.9172  -2.7211
C  4.5459  0.0816  -1.0776
C  3.7682  -0.3908  -4.0143
C  5.7248  1.8215  -3.2909
H  2.0614  6.0720  -0.2912
H  1.3465  4.5342  0.2275
H  0.9372  5.2164  -1.3631
H  4.7542  4.4279  0.5142
H  5.1766  2.9760  -0.4037
H  3.7851  2.9635  0.7176
H  4.6318  6.0336  -1.9887
H  3.4494  5.7283  -3.2638
H  4.8730  4.6910  -3.1156
H  1.1516  5.4059  -3.8126
H  -0.2438  4.3243  -3.6187
H  0.1982  4.9256  -5.2246
H  3.5975  4.4086  -5.3653
H  2.7567  3.5796  -6.6843
H  3.8653  2.6860  -5.6420
H  -0.2640  1.5454  -4.7887
H  1.1833  0.8303  -5.5328
H  0.3009  2.1214  -6.3614
H  3.7195  0.2036  -0.3715
H  5.4367  0.5143  -0.6167
H  4.7391  -0.9851  -1.2260
H  2.9448  -1.0232  -3.6715
H  4.6357  -1.0328  -4.1956
H  3.4765  0.0601  -4.9659
H  5.9871  2.6234  -2.5985
H  5.6110  2.2581  -4.2843
H  6.5642  1.1195  -3.3211